This record from OMol25 describes a molecular structure, CH2MgORb. The level of theory is ωB97M-V with the def2-TZVPD basis set.

Its net charge is +1. The value obtained for the frontier orbital gap (alpha / beta) is 7.4 / 4.4 eV. The total energy comes out at -338.32345 hartree. The LUMO energy (alpha / beta) is -3.75 / -4.97 eV.

Last column: natural (NBO) charge in e.
Atoms and positions in Å:
C 0.736 -0.303 -0.635  -0.157
O -0.120 0.604 -0.574  -0.663
H 1.320 -0.470 0.306  0.085
Mg 1.659 -0.638 -2.622  0.742
Rb -2.776 1.314 1.520  0.994
H -0.819 -0.508 2.005  -0.002

Atoms 1-2, force components in eV/Å:
-0.31 1.78 -0.20
0.44 -1.31 0.32

=====

This record from OMol25 describes a gas-phase ion, C3H7N4O3 (charge +1). The level of theory is ωB97M-V with the def2-TZVPD basis set.

Its net charge is +1. The value obtained for the frontier orbital gap (alpha / beta) is 9.2 / 8.7 eV. The total energy comes out at -562.65555 hartree. The LUMO energy (alpha / beta) is -3.43 / -7.15 eV. The energy above the lowest of the compared OMol25 structures with the same formula, charge and spin comes out at 0.0 kJ/mol. The multiplicity is 3. As for the expectation value of S²: 2.015.

Last column: Löwdin spin population.
Atoms and positions in Å:
C 1.706 -0.671 -0.082  0.108
C -2.202 0.256 -0.361  0.001
C -0.910 -0.634 -0.601  0.004
N 1.895 1.520 0.052  0.559
N 0.593 1.268 0.147  0.235
N 2.553 0.452 -0.049  0.236
N 0.191 -0.138 0.297  0.010
O 3.741 0.297 -0.268  0.622
O 1.959 -1.762 -0.337  0.184
O 0.016 -0.307 1.687  0.030
H -2.571 -0.111 0.649  0.000
H -1.959 1.333 -0.395  0.000
H -2.887 -0.121 -1.149  0.000
H -0.635 -0.583 -1.726  0.001
H -1.220 -1.682 -0.422  0.000
H 0.056 2.001 0.631  0.006
H -0.325 -1.117 1.927  0.003

Atoms 1-2, force components in eV/Å:
-0.24 1.29 0.21
0.94 -2.08 0.81